Entry from OMol25: a 9-piece molecular cluster, C45H119BF4N7O15 overall (ωB97M-V with the def2-TZVPD basis set).

* net charge: +5
* relative energy (zero: lowest compared OMol25 entry of this formula, charge and spin): 0.00 kcal/mol
* frontier orbital gap: 0.3372 Eh
* calculated total energy: -101240.328 eV

XYZ file:
```
191
Properties=species:S:1:pos:R:3:forces:R:3
C 20.50259 -2.95679 -18.79108 0.4 -0.9 -0.8
C 19.72727 -3.85771 -17.81612 1.1 0.6 1.4
C 18.42797 -3.21646 -17.34188 -0.3 0.6 -0.2
O 19.58007 -5.19539 -18.15871 -0.3 -0.6 -0.9
H 21.48615 -3.40354 -18.99678 -0.1 -0.2 0.2
H 20.74819 -1.98360 -18.36490 -0.5 0.1 -0.1
H 20.05918 -2.89006 -19.79318 -0.3 0.4 0.2
H 20.40117 -3.77848 -16.93159 -0.2 -0.2 0.1
H 18.52389 -2.13826 -17.15612 0.2 -0.1 -0.1
H 18.09189 -3.61144 -16.37960 -0.1 -0.4 -0.2
H 17.64076 -3.31414 -18.10316 0.0 -0.2 0.2
C 23.49163 -8.73648 -15.88201 -0.3 -0.3 -0.6
O 22.22979 -8.07785 -15.79786 0.1 0.2 -0.2
C 22.30778 -6.74286 -15.35806 0.1 0.7 0.4
C 20.94025 -6.40804 -14.80473 -0.1 0.6 0.5
N 19.92011 -6.83094 -15.81206 0.7 -0.3 -0.2
H 19.85848 -6.18326 -16.64044 -0.2 0.5 -0.1
H 20.32703 -7.67548 -16.24023 -0.5 -0.3 0.6
C 18.56489 -7.04900 -15.24038 0.6 0.5 -0.1
C 17.75355 -7.89464 -16.17684 -0.6 0.9 -0.2
O 18.44237 -9.07701 -16.41222 0.1 -0.3 0.0
C 17.61256 -10.08128 -16.96470 -0.7 -0.2 -0.2
H 23.28280 -9.72565 -16.28691 0.0 -0.1 0.3
H 23.94580 -8.81475 -14.89779 0.2 0.1 0.0
H 24.13558 -8.25029 -16.62198 0.2 0.2 0.3
H 22.54381 -6.00090 -16.14266 0.1 -0.4 -0.2
H 23.09204 -6.59835 -14.61113 -0.2 -0.1 0.2
H 20.81015 -5.35161 -14.56832 0.2 0.1 -0.3
H 20.74841 -6.91734 -13.86092 0.0 -0.4 -0.2
H 18.18162 -6.03468 -15.12721 -0.4 -0.2 0.1
H 18.67010 -7.50211 -14.25820 0.0 -0.2 0.0
H 17.58297 -7.31966 -17.10682 0.1 -0.2 -0.1
H 16.75382 -8.02080 -15.73958 0.1 -0.4 0.1
H 18.15423 -11.01314 -17.08695 0.3 0.1 0.1
H 17.20585 -9.78308 -17.94373 0.2 0.1 0.0
H 16.74616 -10.26848 -16.32140 0.1 0.0 0.1
C 23.55760 -0.96426 -18.89561 0.6 -0.7 0.7
O 24.91965 -0.62798 -19.12467 0.3 0.4 0.1
C 25.07492 0.54246 -19.90231 -0.8 -0.7 -0.8
C 26.47039 0.71052 -20.44795 0.6 0.4 0.2
N 27.07374 -0.49753 -21.11141 0.1 0.6 0.6
H 26.41879 -0.81967 -21.82489 0.4 -0.2 -0.2
H 27.93640 -0.17871 -21.56413 -0.2 -0.1 -0.3
C 27.45947 -1.64441 -20.22303 -1.3 -0.9 0.1
C 28.44572 -2.50309 -20.95485 0.4 0.7 -0.7
O 27.78282 -2.89177 -22.14431 0.0 -0.2 0.5
C 28.54110 -3.83492 -22.88419 -0.2 -0.6 -1.1
H 23.16777 -1.63832 -19.66425 -0.1 0.4 -0.3
H 22.92554 -0.08648 -18.74665 0.0 0.0 -0.2
H 23.60248 -1.55330 -17.97534 -0.4 0.1 0.0
H 24.81478 1.45091 -19.35213 0.0 0.0 0.1
H 24.35836 0.43939 -20.73278 0.2 0.4 -0.1
H 27.16547 1.06580 -19.68708 0.1 -0.3 0.1
H 26.47223 1.48026 -21.22074 -0.2 0.1 0.1
H 26.54109 -2.22221 -20.12679 0.0 0.0 0.3
H 27.72439 -1.30731 -19.22713 0.4 0.3 -0.1
H 28.78161 -3.35915 -20.37031 0.0 0.0 0.1
H 29.30875 -1.87126 -21.22599 0.3 -0.4 0.2
H 28.84463 -4.70136 -22.29216 0.2 0.3 0.3
H 29.38262 -3.37488 -23.40567 0.2 0.0 0.4
H 27.90936 -4.24824 -23.67400 -0.2 0.3 0.1
C 17.04416 0.89911 -14.38323 -0.7 0.0 -0.8
O 17.93632 -0.16207 -14.09629 0.1 -0.2 -0.1
C 17.47920 -1.00374 -13.06345 0.3 0.1 0.5
C 18.68664 -1.47640 -12.29200 -0.3 0.3 1.0
N 19.30625 -0.33756 -11.54955 0.8 1.0 -0.9
H 19.56367 0.35391 -12.27627 0.0 0.0 0.2
H 18.68431 0.17348 -10.91847 -0.2 -0.4 0.1
C 20.61087 -0.68230 -10.86296 -0.5 -0.2 -0.7
C 21.34588 0.58850 -10.57063 0.2 0.2 1.3
O 21.60366 1.24331 -11.78053 -0.3 0.1 -0.2
C 22.02136 2.59100 -11.57036 0.2 0.3 -0.1
H 16.89838 1.56849 -13.53331 0.1 0.0 0.0
H 16.06292 0.53182 -14.71264 0.0 -0.1 0.3
H 17.41730 1.43515 -15.25370 0.3 0.1 0.3
H 16.95321 -1.91715 -13.36445 -0.2 0.3 -0.5
H 16.82056 -0.41907 -12.41017 -0.1 -0.3 0.1
H 19.47462 -1.85831 -12.93960 -0.1 -0.2 0.0
H 18.39662 -2.18586 -11.51674 0.1 -0.3 -0.3
H 21.15528 -1.24760 -11.61848 0.1 -0.2 0.3
H 20.34835 -1.29579 -10.00635 0.3 0.1 0.2
H 22.27264 0.38627 -10.01986 0.0 -0.2 -0.2
H 20.76669 1.21097 -9.86750 -0.1 0.1 -0.3
H 21.20786 3.20277 -11.17254 0.0 -0.1 0.0
H 22.34162 2.99006 -12.53107 -0.1 0.0 0.0
H 22.87082 2.65565 -10.88617 0.0 -0.2 0.0
C 24.82164 0.72662 -12.29273 1.3 -0.2 0.3
O 24.81884 1.40834 -13.53715 -0.6 0.3 -0.1
C 24.91161 0.57028 -14.65196 1.0 -0.9 0.0
C 23.69828 0.66101 -15.52874 -1.7 1.3 0.7
N 22.43110 0.46761 -14.67711 1.3 -1.6 -0.6
H 22.67917 -0.36804 -14.13251 -0.4 0.2 0.6
H 22.25458 1.26155 -14.05854 0.0 -0.1 0.2
C 21.21341 0.12343 -15.48232 0.2 0.9 0.7
C 20.49428 1.42510 -15.78238 -0.1 -0.2 -0.1
O 20.32294 2.07167 -14.54437 -0.3 -0.1 0.0
C 19.65249 3.33252 -14.64114 0.1 0.1 -0.4
H 23.91598 0.15454 -12.10591 -0.1 0.1 0.0
H 25.03954 1.45613 -11.51451 -0.5 0.2 0.0
H 25.69154 0.05957 -12.24632 -0.2 -0.2 -0.1
H 25.07766 -0.48020 -14.37714 -0.3 0.1 0.3
H 25.82850 0.79102 -15.21056 -0.2 0.4 -0.2
H 23.61450 -0.11146 -16.28109 0.4 0.1 -0.2
H 23.51335 1.67377 -15.89413 0.6 -0.1 -0.6
H 20.61921 -0.51876 -14.84282 -0.2 -0.1 -0.2
H 21.55389 -0.42381 -16.35490 -0.2 -0.1 -0.1
H 19.52522 1.19834 -16.24134 0.1 0.1 -0.1
H 21.07495 2.05569 -16.46862 -0.1 0.0 0.0
H 18.92135 3.34793 -15.45529 -0.1 -0.2 0.1
H 20.36942 4.12516 -14.86545 0.0 0.0 0.2
H 19.13830 3.49813 -13.70023 0.1 0.2 0.1
C 19.11442 -7.97153 -23.38766 0.1 -0.2 0.1
O 18.74834 -7.43958 -22.10426 0.3 -0.1 0.0
C 17.47103 -7.82805 -21.65553 0.3 0.1 0.2
C 17.35413 -7.23587 -20.26863 -0.9 0.2 0.0
N 17.58229 -5.77023 -20.36421 0.9 0.2 0.7
H 18.05944 -5.43045 -19.49774 0.1 0.0 0.3
H 18.33872 -5.67912 -21.06352 -0.5 0.3 -0.3
C 16.37480 -4.95209 -20.70154 0.2 -1.0 -0.8
C 16.80664 -3.55542 -21.10765 -0.2 0.0 0.7
O 17.69879 -3.62744 -22.18030 -0.3 -0.2 -0.3
C 17.27494 -2.86959 -23.31881 0.2 0.4 0.0
H 18.94340 -7.23513 -24.17234 -0.3 -0.1 0.0
H 18.56750 -8.89639 -23.56783 0.0 0.1 -0.2
H 20.17813 -8.20553 -23.37962 0.0 0.0 0.2
H 17.37877 -8.91522 -21.56705 -0.1 0.0 -0.2
H 16.69805 -7.41706 -22.31600 -0.1 -0.3 0.0
H 18.06473 -7.67266 -19.57144 0.2 0.1 -0.1
H 16.34373 -7.35192 -19.87291 0.1 -0.3 0.1
H 15.62887 -5.03172 -19.91229 0.4 0.4 0.5
H 15.89596 -5.49424 -21.52318 0.2 0.4 -0.3
H 17.32674 -3.06860 -20.27315 -0.2 0.0 0.1
H 15.89614 -2.98561 -21.31479 0.1 0.1 -0.2
H 16.25358 -3.10572 -23.62295 0.1 -0.3 0.0
H 17.97885 -3.08249 -24.11301 0.0 -0.1 -0.2
H 17.31193 -1.79782 -23.10158 0.1 0.0 0.0
C 14.35435 -2.28773 -18.46583 0.4 0.2 0.4
O 13.86492 -3.59706 -18.73048 0.0 -0.1 -0.3
C 13.73239 -4.37305 -17.57258 -0.2 -0.1 0.4
C 13.15382 -5.72487 -17.94413 -0.1 0.2 0.4
N 11.85164 -5.55492 -18.66802 0.9 0.2 -0.2
H 11.23473 -4.93637 -18.12532 -0.3 -0.3 0.0
H 12.05569 -5.03253 -19.52686 -0.2 -0.1 0.0
C 11.14555 -6.84661 -18.96630 -0.8 0.6 0.1
C 9.77037 -6.51708 -19.53593 0.3 -0.3 -0.4
O 9.10032 -5.72082 -18.60450 0.2 0.5 0.1
C 8.40785 -4.59438 -19.17661 0.1 0.1 0.3
H 15.24086 -2.32478 -17.81664 0.0 -0.2 -0.1
H 13.61987 -1.66705 -17.94577 -0.2 -0.1 -0.2
H 14.64559 -1.83174 -19.40668 -0.2 0.0 -0.1
H 13.06676 -3.89448 -16.83874 0.1 0.1 -0.1
H 14.70040 -4.52508 -17.07354 0.0 0.0 0.0
H 12.94866 -6.29404 -17.03854 0.0 0.0 0.0
H 13.84420 -6.30434 -18.55485 -0.2 0.0 -0.2
H 11.00804 -7.31638 -17.99445 0.2 -0.4 -0.1
H 11.73021 -7.41128 -19.68595 0.2 -0.2 0.2
H 9.27070 -7.47428 -19.72248 -0.2 0.1 0.1
H 9.88009 -6.02674 -20.51298 0.0 0.1 0.1
H 7.74285 -4.94052 -19.96373 -0.1 0.2 0.0
H 9.10177 -3.82565 -19.54597 0.1 -0.3 -0.3
H 7.86794 -4.10392 -18.37145 -0.3 -0.3 0.0
C 21.16942 -5.52955 -23.74558 -0.1 -0.3 -0.3
O 21.64932 -5.93124 -22.47419 0.2 0.2 0.1
C 21.96945 -4.88743 -21.58795 0.7 0.0 0.2
C 22.64968 -5.61646 -20.45378 -0.5 -0.2 0.5
N 21.68422 -6.59096 -19.84521 -0.1 0.3 -0.7
H 20.81097 -6.15533 -19.46545 0.3 0.4 0.3
H 21.41014 -7.16269 -20.65817 -0.3 -0.2 0.3
C 22.30689 -7.46846 -18.84754 -0.1 -1.3 0.0
C 21.38601 -8.66359 -18.59852 0.1 0.5 -0.1
O 20.84245 -9.02937 -19.84036 -0.1 -0.2 0.0
C 20.07245 -10.22870 -19.79928 0.0 -0.3 -0.1
H 21.65984 -4.62685 -24.10944 -0.1 0.1 0.1
H 20.08644 -5.43334 -23.69721 -0.1 0.4 -0.1
H 21.39488 -6.33500 -24.44293 0.1 0.0 0.0
H 21.10830 -4.29383 -21.26998 -0.2 -0.1 0.0
H 22.73198 -4.19954 -21.98205 -0.2 0.0 -0.3
H 23.06032 -5.02340 -19.64074 0.0 0.3 -0.2
H 23.41452 -6.23490 -20.91998 0.2 0.1 0.2
H 22.49985 -6.98938 -17.89200 0.1 0.4 -0.3
H 23.22204 -7.84878 -19.29955 0.2 0.2 0.1
H 20.59849 -8.35887 -17.90075 -0.1 -0.3 -0.1
H 21.98553 -9.47201 -18.17392 -0.2 0.0 0.2
H 20.37653 -10.87850 -18.97623 0.1 0.1 0.0
H 20.22907 -10.77024 -20.73010 0.0 0.1 0.0
H 19.00214 -10.02509 -19.68835 0.1 0.2 0.0
B 22.65869 -2.81381 -14.00540 0.0 -0.6 -0.3
F 21.37042 -2.66861 -14.61536 0.0 0.0 0.2
F 22.70004 -1.94908 -12.88346 0.0 0.2 -0.2
F 22.84873 -4.13903 -13.63972 -0.1 0.2 -0.1
F 23.62952 -2.40209 -14.94367 -0.2 0.2 0.1
```
Forces are in eV/Å.